20
Properties=species:S:1:pos:R:3 method="wB97M-V/def2-TZVPD" total_energy_ev=-19215.7500 spin_multiplicity=1 e_homo_ev=-8.9 fmax_ha_per_bohr=0.0533 orbital_gap_ev=9.78
C -1.94078 0.68086 -1.07261
C 1.80938 1.49286 -0.53533
C -1.45460 0.81098 0.35278
C -0.15504 0.07655 0.69216
N 0.15092 -0.42682 1.80580
O 2.12959 -1.12321 0.11832
O -0.27980 -3.24287 -0.10185
P 1.03053 -0.11427 -0.64881
H -2.62883 1.53192 -1.37272
H -1.11184 0.71864 -1.73764
H -2.39877 -0.32520 -1.29876
H 2.11671 1.87317 0.45017
H 0.99213 2.09053 -0.88954
H 2.76875 1.49973 -1.15191
H -1.48565 1.94328 0.68803
H -2.22387 0.30224 0.93043
H -0.38377 -0.41913 2.65865
H 2.44098 -0.81131 0.98002
H 0.34278 -4.00796 -0.26036
H 0.28118 -2.55000 0.39317